The following is a quantum chemistry calculation of C37H29BrClN8NiO3 as an isolated structure, from the Open Molecules 2025 dataset.

Atoms and positions in Å:
Ni  0.33445  -0.19550  -0.03882
C  -0.05765  -3.35029  6.00436
C  0.43087  -2.90584  4.65047
C  1.02550  -3.79046  3.76400
C  1.33762  -3.38492  2.47764
C  1.11585  -2.07937  2.01867
N  1.17387  -1.77207  0.68171
C  2.07674  -2.36125  -0.15832
C  3.40831  -2.63884  0.18454
C  4.31803  -3.08986  -0.75195
C  3.96301  -3.28458  -2.08392
C  4.98632  -3.59436  -3.14062
C  2.63837  -3.07383  -2.42651
C  1.71930  -2.65365  -1.48263
N  0.34686  -2.54593  -1.86498
C  -0.30523  -3.34606  -2.73083
C  -1.63325  -2.98070  -2.72097
C  -1.69725  -1.94134  -1.78715
N  -0.49798  -1.68513  -1.27738
C  0.68480  -1.13434  2.98525
C  0.26565  -1.58895  4.23623
N  0.62543  0.23866  2.67914
C  0.39518  1.18940  3.61430
C  0.30630  2.49134  3.31702
C  0.48505  2.85920  1.88408
N  1.16349  0.58779  1.39152
H  0.39304  -4.30217  6.28817
H  -1.14311  -3.48443  6.01334
H  0.18324  -2.61965  6.77973
H  1.20890  -4.81700  4.06312
H  1.73401  -4.10238  1.76933
H  3.72189  -2.43296  1.20014
H  5.35024  -3.24006  -0.45399
H  5.94660  -3.85060  -2.69153
H  5.13839  -2.71803  -3.77527
H  4.67700  -4.42488  -3.78002
H  2.32602  -3.19664  -3.45840
H  0.21659  -4.12157  -3.26227
H  -2.43826  -3.41954  -3.28307
H  -2.55014  -1.36966  -1.45885
H  -0.20085  -0.90181  4.92929
H  0.34336  0.84375  4.63482
H  0.19888  3.23709  4.08907
H  1.02102  3.81221  1.82411
Br  -0.12277  10.56127  0.43488
C  -1.37568  9.20970  0.00897
C  -0.93871  8.04594  -0.61160
C  -1.84671  7.04094  -0.88907
C  -3.18730  7.20220  -0.55057
C  -3.62014  8.39915  -0.00407
C  -2.71271  9.40377  0.30333
N  -4.22575  6.25933  -0.90106
N  -4.06331  5.03327  -0.86782
C  -2.99418  4.41550  -0.13452
C  -2.59449  4.83696  1.10025
C  -1.52360  4.18919  1.71334
C  -0.83824  3.12856  1.15762
O  1.39677  1.97076  1.26487
C  -1.34699  2.57022  -0.05465
N  -0.82661  1.42512  -0.63258
C  -1.21283  1.12094  -1.84710
C  -2.26697  1.74710  -2.54495
C  -2.90507  2.77548  -1.94790
C  -2.42842  3.24389  -0.69280
H  0.10328  7.92391  -0.87187
H  -1.51154  6.14136  -1.38888
H  -4.67634  8.53016  0.19392
H  -3.04490  10.32674  0.75721
H  -3.07834  5.67590  1.58324
H  -1.17020  4.57391  2.66204
H  -0.66844  0.32589  -2.32437
H  -2.54320  1.38336  -3.52458
H  -3.74760  3.27510  -2.40491
Cl  0.63466  2.04732  -4.13572
C  1.78584  0.65242  -4.15698
C  2.43170  0.30476  -2.79531
O  3.61933  -0.02948  -2.89426
O  1.68867  0.32693  -1.78628
H  2.55632  0.89483  -4.87986
H  1.21040  -0.20756  -4.50190

The energy relative to the best compared isomer or geometry (same formula, charge and spin) is 449.2 kJ/mol. The calculation puts the HOMO-LUMO gap (spin up / spin down) at 4.32 / 4.39 eV. The largest force on an atom comes out at 0.0161 Eh/bohr. The charge is -1.

Löwdin charges, unit e, in atom order:
1 Ni 0.517
2 C -0.074
3 C -0.312
4 C -0.079
5 C -0.030
6 C -0.215
7 N -0.013
8 C -0.233
9 C -0.004
10 C -0.046
11 C -0.293
12 C -0.061
13 C -0.006
14 C -0.132
15 N -0.034
16 C -0.059
17 C -0.058
18 C -0.139
19 N 0.028
20 C -0.124
21 C -0.008
22 N -0.051
23 C -0.095
24 C -0.061
25 C -0.301
26 N -0.066
27 H 0.065
28 H 0.072
29 H 0.069
30 H 0.098
31 H 0.108
32 H 0.117
33 H 0.105
34 H 0.067
35 H 0.079
36 H 0.069
37 H 0.119
38 H 0.119
39 H 0.087
40 H 0.111
41 H 0.095
42 H 0.104
43 H 0.087
44 H 0.153
45 Br 0.727
46 C -0.699
47 C -0.110
48 C -0.022
49 C -0.274
50 C -0.033
51 C -0.129
52 N 0.077
53 N 0.073
54 C -0.240
55 C -0.025
56 C -0.020
57 C -0.046
58 O -0.084
59 C -0.087
60 N 0.111
61 C -0.192
62 C -0.065
63 C -0.005
64 C -0.088
65 H 0.106
66 H 0.126
67 H 0.113
68 H 0.099
69 H 0.120
70 H 0.116
71 H 0.067
72 H 0.109
73 H 0.108
74 Cl 0.561
75 C -0.462
76 C -0.748
77 O -0.011
78 O -0.065
79 H 0.057
80 H 0.063


The following is a quantum chemistry calculation of C37H29KOPS4 as an isolated structure, from the Open Molecules 2025 dataset.

Atoms and positions in Å:
K  1.14425  -1.05047  1.33645
O  2.16121  0.33571  0.03851
C  2.56665  0.89561  -1.13272
C  2.41446  -0.12736  -2.27870
C  1.42404  -1.05432  -2.39531
C  1.53829  -1.86318  -3.56305
C  2.62680  -1.53914  -4.31205
S  3.47946  -0.21803  -3.62868
C  4.03847  1.33800  -1.06230
C  4.69749  2.36065  -1.67760
C  6.09650  2.37894  -1.38347
C  6.46208  1.36726  -0.55135
S  5.11517  0.40623  -0.10323
C  1.72308  2.15712  -1.46429
C  0.98099  2.80544  -0.34852
C  -1.10623  3.02173  -1.69608
C  -0.42578  3.14131  -2.83548
S  1.19817  2.51597  -3.07447
H  0.62702  -1.15671  -1.66914
H  0.85394  -2.66584  -3.80753
H  2.97569  -1.99475  -5.22698
H  4.20177  3.07590  -2.32270
H  6.78591  3.11715  -1.77371
H  7.44385  1.14813  -0.15801
H  1.36422  2.37852  0.58315
H  -2.08618  3.47742  -1.59329
H  -0.81135  3.66440  -3.70272
C  -5.36368  1.87086  4.14979
C  -5.51912  1.53161  2.81111
C  -4.41313  1.20999  2.03724
C  -3.13629  1.22064  2.59371
C  -2.99209  1.54683  3.94151
C  -4.09740  1.87867  4.71581
P  -1.61163  0.84962  1.63381
C  -2.22311  -0.30847  0.34733
C  -2.10847  -1.67209  0.63197
C  -2.48301  -2.62714  -0.30363
C  -2.98066  -2.23020  -1.53599
C  -3.11962  -0.87681  -1.82369
C  -2.74737  0.07711  -0.88806
C  -1.31441  2.40799  0.74726
C  -1.53625  3.61995  1.36829
C  -0.93801  4.85160  1.07537
C  0.23379  5.14758  0.30686
C  1.08604  4.30070  -0.31301
C  -0.50226  2.31384  -0.50816
H  -6.22966  2.11861  4.75129
H  -6.50746  1.51431  2.36856
H  -4.54636  0.94135  0.99593
H  -2.00271  1.53311  4.38652
H  -3.97025  2.13157  5.76069
H  -1.71558  -2.00929  1.58730
H  -2.36502  -3.67600  -0.06345
H  -3.25025  -2.97294  -2.27664
H  -3.50614  -0.56015  -2.78520
H  -2.85118  1.12809  -1.13090
H  -2.25518  3.62657  2.18253
H  -1.36952  5.70921  1.58161
H  0.48005  6.20340  0.25398
H  1.94533  4.72438  -0.82268
H  -0.38888  1.26061  -0.77853
S  0.25203  -3.79976  2.67987
C  0.90485  -5.15061  1.77105
C  1.56575  -4.99247  0.53782
C  2.06856  -6.07472  -0.17245
C  1.93368  -7.36885  0.31584
C  1.28391  -7.55216  1.53209
C  0.78182  -6.47045  2.24250
H  1.67872  -3.99304  0.13453
H  2.57047  -5.90391  -1.11928
H  2.32574  -8.21400  -0.23777
H  1.16701  -8.55432  1.93220
H  0.27698  -6.62654  3.18835

The energy relative to the best compared isomer or geometry (same formula, charge and spin) is 347.3 kJ/mol. The calculation puts the HOMO-LUMO gap (spin up / spin down) at 6.04 / 5.05 eV. The largest force on an atom comes out at 0.0449 Eh/bohr. The charge is -1.

Löwdin charges, unit e, in atom order:
1 K 0.640
2 O -0.470
3 C -0.650
4 C -0.483
5 C -0.126
6 C -0.185
7 C -0.428
8 S 1.027
9 C -0.489
10 C -0.146
11 C -0.200
12 C -0.434
13 S 1.059
14 C -0.393
15 C -0.264
16 C -0.140
17 C -0.393
18 S 1.005
19 H 0.104
20 H 0.097
21 H 0.054
22 H 0.101
23 H 0.091
24 H 0.054
25 H 0.154
26 H 0.114
27 H 0.060
28 C -0.097
29 C -0.086
30 C -0.075
31 C -0.370
32 C -0.111
33 C -0.091
34 P 1.104
35 C -0.385
36 C -0.128
37 C -0.067
38 C -0.085
39 C -0.078
40 C -0.100
41 C -0.321
42 C -0.116
43 C -0.068
44 C -0.108
45 C -0.035
46 C -0.298
47 H 0.097
48 H 0.099
49 H 0.100
50 H 0.101
51 H 0.099
52 H 0.044
53 H 0.111
54 H 0.099
55 H 0.101
56 H 0.096
57 H 0.091
58 H 0.089
59 H 0.093
60 H 0.110
61 H 0.119
62 S 0.363
63 C -0.768
64 C -0.147
65 C -0.124
66 C -0.142
67 C -0.129
68 C -0.158
69 H 0.074
70 H 0.091
71 H 0.081
72 H 0.087
73 H 0.080


The following is a quantum chemistry calculation of C37H29N5O4PPdS as an isolated structure, from the Open Molecules 2025 dataset.

Atoms and positions in Å:
Pd  0.61816  -0.45517  0.81591
N  4.36845  -0.48884  0.32486
C  4.16037  -1.81279  0.07966
C  4.85460  -2.76468  -0.64981
C  4.29740  -4.03138  -0.72951
C  3.07817  -4.35841  -0.09984
C  2.37316  -3.43218  0.63761
C  2.93692  -2.15438  0.75523
N  2.50353  -1.10475  1.46025
C  3.37441  -0.01167  1.23720
C  2.41410  1.70466  2.16491
C  2.35084  3.14345  2.41610
S  1.35979  3.51644  3.72367
C  0.83230  1.83527  3.76450
N  1.38196  1.06936  2.91494
H  5.23632  -0.00817  0.13622
H  5.79351  -2.53677  -1.12836
H  4.81994  -4.79512  -1.28847
H  2.71247  -5.36782  -0.19720
H  1.45168  -3.65921  1.15726
H  2.99982  3.88783  1.99628
H  0.07765  1.50962  4.46267
O  -1.34570  -0.95481  4.12479
C  -1.00343  -1.34171  3.04370
O  0.14780  -1.43135  2.52285
C  -2.10003  -1.79573  2.01168
P  -1.75233  -0.60876  0.66143
C  -3.04346  -1.12197  -0.49821
C  -4.07227  -0.24923  -0.85949
C  -5.14546  -0.73869  -1.57578
C  -5.16417  -2.07506  -1.99194
C  -4.13049  -2.94478  -1.63385
C  -3.06557  -2.46851  -0.90251
C  -2.18583  1.02277  1.33928
C  -1.60514  2.15544  0.75966
C  -1.96022  3.41915  1.19661
C  -2.86853  3.56064  2.23742
C  -3.42854  2.43762  2.83091
C  -3.09103  1.16898  2.38828
H  -3.11343  -1.75030  2.41509
H  -1.87929  -2.82282  1.70623
H  -4.03491  0.78594  -0.55081
H  -5.97177  -0.08890  -1.82430
H  -5.98120  -2.43309  -2.60065
H  -4.16220  -3.98035  -1.94088
H  -2.24175  -3.12225  -0.64235
H  -0.91163  2.04079  -0.06534
H  -1.53926  4.29140  0.71980
H  -3.13699  4.54493  2.58940
H  -4.14347  2.54181  3.63483
H  -3.55134  0.31070  2.84859
O  -3.58696  0.04986  -5.80857
C  -3.36541  -0.55325  -4.67236
O  -4.16970  -1.30775  -4.17887
C  -2.10857  -0.25204  -3.90244
C  -1.70476  1.06101  -3.68856
C  -0.66972  1.32215  -2.81014
C  -0.05514  0.27602  -2.10910
C  -0.44842  -1.04475  -2.34757
C  -1.46234  -1.30057  -3.24728
N  0.90078  0.54313  -1.12275
C  1.86101  1.40390  -1.38527
C  2.76100  1.75950  -0.35401
C  3.94765  2.45929  -0.39396
C  4.90188  2.50674  0.66206
C  4.91711  1.83758  1.85544
C  3.86993  0.94004  2.35633
N  2.40051  1.08262  0.82942
H  -2.87710  0.59516  -6.18135
H  -2.21545  1.87655  -4.17981
H  -0.37162  2.34233  -2.61405
H  0.05341  -1.85666  -1.81968
H  -1.77159  -2.30959  -3.46108
H  1.98208  1.81024  -2.38719
H  4.17585  3.02411  -1.28643
H  5.74952  3.15017  0.47703
H  5.73351  2.04005  2.53424
H  4.03860  0.50699  3.33736

The energy relative to the best compared isomer or geometry (same formula, charge and spin) is 845.3 kJ/mol. The calculation puts the HOMO-LUMO gap (spin up / spin down) at 3.48 / 3.51 eV. The largest force on an atom comes out at 0.0810 Eh/bohr. The charge is +3.

Löwdin charges, unit e, in atom order:
1 Pd 0.864
2 N 0.240
3 C -0.091
4 C 0.050
5 C 0.060
6 C 0.018
7 C 0.058
8 C -0.159
9 N 0.149
10 C -0.364
11 C -0.410
12 C -0.149
13 S 1.279
14 C -0.291
15 N 0.097
16 H 0.175
17 H 0.138
18 H 0.147
19 H 0.137
20 H 0.136
21 H 0.109
22 H 0.118
23 O 0.113
24 C -0.737
25 O -0.184
26 C -0.184
27 P 1.079
28 C -0.350
29 C -0.061
30 C -0.043
31 C -0.039
32 C -0.045
33 C -0.114
34 C -0.358
35 C -0.120
36 C -0.078
37 C -0.049
38 C -0.033
39 C -0.051
40 H 0.111
41 H 0.101
42 H 0.110
43 H 0.126
44 H 0.128
45 H 0.125
46 H 0.110
47 H 0.069
48 H 0.110
49 H 0.120
50 H 0.126
51 H 0.114
52 O 0.189
53 C -0.469
54 O 0.131
55 C -0.096
56 C 0.017
57 C -0.008
58 C -0.317
59 C -0.046
60 C 0.002
61 N 0.018
62 C -0.008
63 C -0.197
64 C 0.040
65 C -0.045
66 C -0.005
67 C -0.002
68 N 0.002
69 H 0.144
70 H 0.136
71 H 0.119
72 H 0.109
73 H 0.137
74 H 0.159
75 H 0.140
76 H 0.134
77 H 0.142
78 H 0.172


Look up the energy relative to the best compared isomer or geometry (same formula, charge and spin) of the third one.
845.3 kJ/mol


The highest energy relative to the best compared isomer or geometry (same formula, charge and spin) belongs to which entry?
C37H29N5O4PPdS